Record 1
# C19H21BrF24NO4

A cluster of 4 separate species, C19H21BrF24NO4 in total (ωB97M-V with the def2-TZVPD basis set, the Open Molecules 2025 dataset).

As for the HOMO-LUMO gap: 0.355 hartree. As for the total charge: +1.

```
70
Properties=species:S:1:pos:R:3:lowdin_charge:R:1
Br -1.435 -3.256 -2.843 0.855
C -2.531 -1.781 -2.252 -0.742
C -1.719 -0.494 -2.494 -0.129
N -2.630 0.653 -2.833 0.087
C -3.954 0.460 -2.136 -0.070
C -4.603 -0.723 -2.822 -0.153
O -3.748 -1.856 -2.931 -0.137
H -2.647 -1.953 -1.182 0.067
H -1.197 -0.243 -1.572 0.117
H -0.984 -0.623 -3.284 0.117
H -2.208 1.549 -2.589 0.191
H -2.825 0.659 -3.836 0.188
H -4.572 1.338 -2.312 0.151
H -3.763 0.319 -1.075 0.138
H -4.865 -0.411 -3.839 0.142
H -5.539 -0.954 -2.313 0.123
C -5.163 -2.770 3.849 -0.029
C -4.932 -1.365 4.422 -0.443
C -6.159 -0.476 4.642 -0.302
F -6.788 -0.232 3.470 0.092
F -5.743 0.701 5.156 0.105
F -4.014 -0.706 3.675 0.126
F -4.408 -1.550 5.664 0.112
O -4.940 -2.943 2.458 0.054
C -5.918 -2.756 1.527 -0.551
C -5.531 -1.636 0.553 -0.281
F -5.342 -0.461 1.187 0.100
F -6.522 -1.458 -0.359 0.089
F -7.131 -2.535 2.059 0.166
F -5.985 -3.874 0.771 0.154
H -4.394 -3.385 4.311 0.152
H -6.126 -3.176 4.155 0.151
H -6.856 -0.946 5.340 0.177
H -4.607 -1.903 0.032 0.155
C 2.251 0.281 2.622 -0.026
C 2.771 1.102 1.433 -0.440
C 1.874 2.211 0.876 -0.293
F 0.715 1.705 0.389 0.075
F 2.527 2.811 -0.144 0.100
F 3.160 0.284 0.429 0.129
F 3.877 1.759 1.883 0.106
O 1.687 -0.986 2.334 0.062
C 0.369 -1.144 2.031 -0.549
C 0.193 -1.735 0.628 -0.253
F 0.737 -0.932 -0.310 0.088
F -1.142 -1.813 0.358 0.058
F -0.344 -0.006 2.165 0.148
F -0.151 -2.057 2.878 0.158
H 3.139 0.043 3.204 0.157
H 1.598 0.875 3.261 0.152
H 1.653 2.954 1.646 0.178
H 0.640 -2.728 0.567 0.184
C 6.016 0.931 -2.426 -0.045
C 6.864 0.660 -1.175 -0.440
C 6.721 1.636 -0.006 -0.306
F 7.109 2.880 -0.355 0.101
F 7.505 1.208 1.010 0.103
F 8.162 0.517 -1.509 0.144
F 6.418 -0.535 -0.683 0.098
O 6.640 1.577 -3.515 0.052
C 6.666 2.941 -3.632 -0.542
C 8.102 3.479 -3.644 -0.285
F 8.738 3.146 -2.506 0.105
F 8.049 4.828 -3.735 0.102
F 5.916 3.553 -2.693 0.147
F 6.138 3.249 -4.840 0.141
H 5.780 -0.058 -2.812 0.149
H 5.072 1.411 -2.164 0.143
H 5.685 1.662 0.338 0.147
H 8.644 3.073 -4.501 0.177
```

Record 2
# C19H21BrN2O3

The molecule C19H21BrN2O3 (ωB97M-V with the def2-TZVPD basis set, the Open Molecules 2025 dataset).

Its energy relative to the best compared isomer or geometry (same formula, charge and spin) is 13.2 kcal/mol. As for the HOMO-LUMO gap: 0.319 hartree. The SMILES is COc1ccc(CNC(=O)CCCC(=O)Nc2cccc(Br)c2)cc1.

```
46
Properties=species:S:1:pos:R:3:lowdin_charge:R:1
C 5.851 -3.729 -2.691 -0.088
O 5.236 -2.654 -2.023 -0.082
C 3.910 -2.735 -1.736 -0.278
C 3.366 -1.640 -1.059 0.007
C 2.033 -1.623 -0.719 -0.026
C 1.202 -2.692 -1.045 -0.226
C -0.263 -2.634 -0.701 -0.125
N -0.945 -1.646 -1.519 0.077
C -1.415 -0.484 -1.033 -0.476
O -1.383 -0.211 0.155 0.038
C -2.014 0.427 -2.096 -0.109
C -2.473 1.764 -1.518 -0.176
C -1.289 2.647 -1.085 -0.093
C -1.560 3.337 0.245 -0.465
O -1.662 4.538 0.360 0.076
N -1.663 2.434 1.258 0.129
C -1.926 2.653 2.603 -0.209
C -1.992 1.538 3.441 -0.022
C -2.250 1.689 4.788 -0.085
C -2.450 2.948 5.331 -0.148
C -2.383 4.044 4.490 -0.673
Br -2.656 5.785 5.219 0.719
C -2.125 3.924 3.138 -0.059
C 1.743 -3.771 -1.723 -0.040
C 3.085 -3.804 -2.065 -0.020
H 5.785 -4.654 -2.110 0.096
H 6.896 -3.447 -2.802 0.093
H 5.413 -3.890 -3.682 0.095
H 4.018 -0.819 -0.808 0.120
H 1.623 -0.776 -0.190 0.117
H -0.404 -2.321 0.336 0.125
H -0.734 -3.610 -0.852 0.123
H -0.943 -1.801 -2.516 0.151
H -1.272 0.588 -2.882 0.126
H -2.865 -0.096 -2.540 0.124
H -3.069 2.292 -2.263 0.116
H -3.122 1.562 -0.665 0.117
H -0.393 2.035 -0.965 0.119
H -1.083 3.413 -1.832 0.121
H -1.551 1.452 0.997 0.096
H -1.838 0.555 3.019 0.109
H -2.299 0.821 5.428 0.104
H -2.653 3.075 6.382 0.094
H -2.076 4.792 2.500 0.093
H 1.115 -4.611 -1.985 0.111
H 3.471 -4.666 -2.586 0.102
```

Record 3
# C19H21Cl2N4O2Tc

A structure of composition C19H21Cl2N4O2Tc (ωB97M-V with the def2-TZVPD basis set, the Open Molecules 2025 dataset).

Its energy relative to the best compared isomer or geometry (same formula, charge and spin) is 13.5 kcal/mol. As for the HOMO-LUMO gap (alpha / beta): 0.207 / 0.158 hartree. As for the total charge: +3. The spin multiplicity is 2. The expectation value of S² is 0.7596.

```
49
Properties=species:S:1:pos:R:3:mulliken_spin:R:1
Tc -0.295 -0.077 0.001 1.018
N 1.232 -1.585 -0.495 -0.029
C 2.501 -1.750 0.275 0.006
C 3.425 -0.584 -0.013 -0.001
C 2.812 0.759 0.338 0.007
N 1.553 1.000 -0.447 -0.031
H 0.714 -2.464 -0.495 0.001
H 1.513 -1.461 -1.469 0.004
H 2.966 -2.694 -0.009 -0.001
H 2.286 -1.809 1.342 0.000
H 3.721 -0.594 -1.068 0.000
H 4.348 -0.713 0.553 0.000
H 3.514 1.561 0.108 -0.001
H 2.563 0.825 1.401 -0.001
H 1.781 0.865 -1.436 0.002
H 1.341 1.995 -0.372 0.000
Cl -7.575 -1.759 -0.569 -0.002
C -6.009 -1.114 -0.391 -0.007
C -5.823 0.244 -0.125 0.015
C -4.552 0.784 0.028 0.009
Cl -4.334 2.447 0.348 0.002
C -3.415 -0.025 -0.086 -0.012
O -2.229 0.516 0.069 0.008
C -3.607 -1.394 -0.364 -0.002
C -2.501 -2.234 -0.507 0.011
O -1.284 -1.871 -0.415 -0.009
C -4.909 -1.936 -0.510 0.027
H -6.692 0.884 -0.035 0.000
H -2.670 -3.291 -0.723 -0.001
H -5.056 -2.988 -0.717 0.000
N -0.046 -0.762 1.948 -0.015
C 0.297 0.337 2.839 0.036
C 0.789 0.159 4.106 -0.003
C 1.005 1.286 4.927 0.000
C 0.696 2.550 4.487 0.002
C 0.193 2.746 3.177 -0.003
C -0.167 3.996 2.623 0.002
C -0.643 4.068 1.340 -0.006
C -0.718 2.896 0.574 -0.010
N -0.364 1.720 1.061 -0.007
C 0.037 1.617 2.362 -0.023
H 0.613 -1.525 2.092 0.006
H -0.975 -1.129 2.180 0.007
H 0.985 -0.834 4.494 0.000
H 1.396 1.137 5.924 0.000
H 0.832 3.409 5.131 0.000
H -0.069 4.892 3.224 0.000
H -0.942 5.008 0.899 0.001
H -1.070 2.922 -0.451 0.003
```

Record 4
# C19H21Cl4IrO5PTe2

A structure of composition C19H21Cl4IrO5PTe2 (ωB97M-V with the def2-TZVPD basis set, the Open Molecules 2025 dataset).

Its energy relative to the best compared isomer or geometry (same formula, charge and spin) is 103.4 kcal/mol. As for the HOMO-LUMO gap (alpha / beta): 0.144 / 0.138 hartree. The spin multiplicity is 2. The expectation value of S² is 0.7850.

```
53
Properties=species:S:1:pos:R:3:mulliken_spin:R:1
Ir -0.206 0.254 -0.239 0.095
Cl 0.205 -5.212 4.139 0.000
C 0.560 -3.777 3.276 0.006
C 1.734 -3.053 3.576 -0.004
Cl 2.789 -3.629 4.795 0.000
C 2.015 -1.870 2.920 0.007
Cl 3.436 -0.981 3.281 0.000
C 1.129 -1.326 1.958 -0.015
O 1.284 -0.187 1.434 0.012
C -0.082 -2.098 1.628 -0.006
O -0.911 -1.615 0.804 -0.006
C -0.314 -3.313 2.313 -0.008
Cl -1.755 -4.159 1.930 -0.001
C -4.562 4.952 6.234 -0.001
C -3.821 4.146 5.213 0.019
C -4.463 3.607 4.107 0.001
C -3.781 2.858 3.162 -0.051
C -4.524 2.287 1.996 0.058
C -2.407 2.653 3.325 -0.097
Te -1.321 1.432 1.873 0.954
C -1.739 3.172 4.438 -0.020
C -0.277 2.974 4.700 0.016
C -2.461 3.916 5.359 -0.006
H -5.614 5.037 5.977 0.000
H -4.139 5.953 6.307 0.001
H -4.477 4.487 7.216 0.001
H -5.526 3.773 3.981 -0.001
H -5.576 2.559 2.038 0.002
H -4.445 1.200 1.991 -0.009
H -4.105 2.655 1.059 -0.004
H 0.190 2.369 3.924 0.017
H -0.131 2.481 5.660 0.001
H 0.231 3.937 4.744 0.001
H -1.946 4.325 6.219 0.000
C 2.878 -0.953 -6.058 0.000
C 2.508 0.013 -4.941 0.000
O 1.952 -0.720 -3.863 -0.001
P 1.474 -0.078 -2.476 0.001
O 1.412 -1.159 -1.475 -0.004
Te -0.665 1.077 -2.684 0.038
O 2.631 0.961 -2.059 -0.002
C 2.704 2.304 -2.504 0.003
C 2.215 3.276 -1.440 0.000
H 3.314 -0.394 -6.883 0.000
H 1.998 -1.484 -6.413 0.000
H 3.598 -1.685 -5.699 0.000
H 1.780 0.751 -5.302 0.000
H 3.400 0.545 -4.594 0.000
H 2.118 2.430 -3.424 -0.001
H 3.761 2.490 -2.720 0.000
H 1.173 3.074 -1.192 0.002
H 2.303 4.295 -1.809 -0.001
H 2.810 3.171 -0.537 0.000
```

Record 5
# C19H21ClFN3O2

The molecule C19H21ClFN3O2 (ωB97M-V with the def2-TZVPD basis set, the Open Molecules 2025 dataset).

Its energy relative to the best compared isomer or geometry (same formula, charge and spin) is 0.0 kcal/mol. As for the HOMO-LUMO gap: 0.310 hartree. The SMILES is CCOc1ccccc1N1CCN(C(=O)Nc2ccc(F)c(Cl)c2)CC1.

```
47
Properties=species:S:1:pos:R:3:lowdin_charge:R:1
C 6.448 -1.999 -0.017 -0.060
C 5.596 -1.563 -1.205 -0.244
O 4.565 -0.668 -0.840 -0.074
C 3.516 -1.116 -0.077 -0.198
C 3.180 -2.451 0.085 -0.028
C 2.093 -2.819 0.862 -0.090
C 1.331 -1.851 1.483 -0.085
C 1.649 -0.514 1.319 -0.016
C 2.735 -0.119 0.547 -0.158
N 3.128 1.224 0.381 -0.093
C 2.671 2.212 1.338 -0.132
C 1.454 3.002 0.805 -0.110
N 0.736 2.232 -0.192 -0.046
C -0.515 1.784 0.117 -0.504
O -1.012 1.957 1.211 0.057
N -1.168 1.158 -0.931 0.146
C -2.400 0.517 -0.901 -0.221
C -2.953 0.103 -2.114 -0.023
C -4.165 -0.557 -2.144 -0.008
C -4.835 -0.812 -0.962 -0.311
F -6.018 -1.455 -1.005 0.047
C -4.297 -0.409 0.254 -0.593
Cl -5.137 -0.732 1.724 0.717
C -3.081 0.252 0.285 -0.028
C 1.510 1.829 -1.350 -0.120
C 3.003 1.746 -0.961 -0.133
H 6.861 -1.124 0.479 0.081
H 7.262 -2.631 -0.361 0.077
H 5.850 -2.551 0.704 0.068
H 5.192 -2.434 -1.736 0.114
H 6.206 -0.989 -1.909 0.124
H 3.766 -3.224 -0.388 0.106
H 1.853 -3.865 0.977 0.102
H 0.481 -2.127 2.087 0.104
H 1.025 0.226 1.796 0.104
H 3.499 2.910 1.511 0.121
H 2.446 1.723 2.284 0.118
H 0.753 3.230 1.607 0.120
H 1.780 3.940 0.343 0.123
H -0.777 1.267 -1.854 0.125
H -2.431 0.299 -3.039 0.111
H -4.602 -0.880 -3.076 0.120
H -2.667 0.577 1.224 0.101
H 1.194 0.831 -1.666 0.121
H 1.371 2.535 -2.182 0.125
H 3.468 2.734 -0.982 0.126
H 3.530 1.100 -1.660 0.117
```